# C5H15NSi2

An isolated molecule of C5H15NSi2 in a non-equilibrium geometry (the ωB97M-V functional and the def2-TZVPD basis, OMol25).

```
23
Properties=species:S:1:pos:R:3:mulliken_charge:R:1
C 0.26491 2.22716 -0.65679 -0.969
N 0.07531 0.76018 -0.87822 0.014
Si -1.62760 -0.32797 -0.54545 0.356
C -2.69439 0.60003 0.70676 -1.024
C -0.73834 -1.94474 -0.13220 -0.706
C 0.66941 -1.94446 -0.71046 -0.759
Si 1.50723 -0.14223 -0.46537 0.260
C 2.37343 0.06229 1.23711 -0.974
H 1.23331 2.49181 -0.99118 0.381
H -0.59178 2.66821 -1.17509 0.280
H 0.13781 2.43592 0.45166 0.263
H -2.15916 0.07317 -1.79002 -0.157
H -3.63103 -0.12099 1.12680 0.256
H -2.20742 0.70855 1.65505 0.340
H -3.04743 1.58988 0.51718 0.350
H -1.16867 -2.83211 -0.55956 0.411
H -0.74992 -2.05204 0.91583 0.380
H 1.31768 -2.76860 -0.24846 0.341
H 0.63203 -2.03895 -1.86844 0.259
H 2.72911 0.10480 -1.33154 -0.192
H 1.69384 -0.19637 2.05926 0.309
H 3.40128 -0.47140 1.36033 0.278
H 2.58039 1.11788 1.32282 0.304
```

Results
Lowest unoccupied orbital energy in eV: 0.80
Charge: 0
Kohn-Sham gap in eV: 9.127
SMILES: CN1[Si@H](C)CC[Si@@H]1C
Maximum force in eV/Å: 4.7
ΔE to the lowest compared entry with this formula, charge and spin in kJ/mol: 69.5